Below is a molecular structure, C50H46Cl2IrN7O3S, with properties calculated with ωB97M-V/def2-TZVPD.

Summary:
- HOMO-LUMO gap (spin up / spin down): 0.23505 / 0.22066 hartree
- F_max: 4.838 eV/A
- Energy relative to the best compared isomer or geometry (same formula, charge and spin): 665.1 kJ/mol

```
! wB97M-V def2-TZVPD RIJCOSX def2/J DEFGRID3
* xyz 1 2
Ir 0.4064 -0.2342 0.0547
C 4.5284 -5.7285 0.0627
C 3.4044 -4.7668 0.3385
C 3.0846 -4.3839 1.6478
C 2.0618 -3.4995 1.9029
C 1.2964 -2.9261 0.8709
N 0.2941 -1.9838 1.1511
C -0.5543 -2.3096 2.2482
C -0.8292 -3.6852 2.3888
C -1.5685 -4.2088 3.4225
C -2.1175 -3.3790 4.3974
C -2.9172 -3.9209 5.5526
C -1.9128 -2.0280 4.2328
C -1.1590 -1.4720 3.1896
N -0.2242 0.8504 2.4448
C -0.2284 1.8839 3.5718
C -1.1537 2.9026 2.9590
C -1.3717 2.5515 1.6681
N -0.8124 1.3598 1.2931
C 1.6253 -3.3106 -0.4136
C 2.6614 -4.2071 -0.6810
N 0.8559 -2.8263 -1.5032
C 0.3574 -3.5257 -2.5336
C -0.2089 -2.6285 -3.4180
C -0.0071 -1.3794 -2.8406
N 0.6408 -1.5109 -1.6756
H 4.5940 -6.4808 0.8477
H 5.4862 -5.2032 0.0316
H 4.3948 -6.2367 -0.8914
H 3.6605 -4.7802 2.4764
H 1.8348 -3.2087 2.9212
H -0.4501 -4.3545 1.6288
H -1.7274 -5.2800 3.4705
H -2.6863 -4.9705 5.7296
H -3.9880 -3.8475 5.3504
H -2.7177 -3.3617 6.4665
H -2.3606 -1.3505 4.9558
H 0.7618 2.2747 3.8210
H -1.4574 3.8136 3.4469
H -1.9455 3.1015 0.9339
H 2.8764 -4.4664 -1.7125
H 0.4468 -4.5987 -2.5639
H -0.7074 -2.8440 -4.3466
H -0.2923 -0.4050 -3.2023
N 2.5630 -0.4279 0.0653
C 3.4610 -0.8324 1.1257
C 4.6162 -1.4855 0.7303
C 5.6181 -1.7802 1.6394
C 5.4712 -1.3702 2.9553
C 4.2763 -0.7944 3.3601
C 3.2213 -0.5880 2.4724
C 1.8856 -0.1507 2.9400
C 1.5629 -0.3205 4.3847
C 0.4890 0.0520 5.0887
C -0.7030 0.7694 4.5213
C -1.1781 0.0172 3.2423
C 1.0433 0.3020 2.0141
H 2.8149 -0.9188 -0.7864
H 2.7141 0.5933 -0.1469
H 4.7505 -1.7319 -0.3182
H 6.5133 -2.2940 1.3161
H 6.2752 -1.5009 3.6669
H 4.1782 -0.4798 4.3896
H 2.3070 -0.8833 4.9319
H 0.4487 -0.2200 6.1361
H -1.4523 1.0312 5.2610
H -2.1668 0.3645 2.9472
Cl -0.7359 2.5314 -4.8809
C -1.8617 3.8409 -4.6923
C -1.5882 5.0289 -5.3518
C -2.3896 6.1381 -5.1491
C -3.4402 6.0698 -4.2482
C -3.7157 4.8745 -3.6141
Cl -5.0404 4.8069 -2.4887
C -2.9751 3.7063 -3.8513
N -3.3174 2.5261 -3.2050
C -3.4395 1.2481 -3.7836
C -3.5114 1.0752 -5.1627
C -3.6250 -0.1915 -5.7118
C -3.6873 -1.3058 -4.8881
C -3.6526 -1.1291 -3.5136
C -3.5322 0.1339 -2.9453
C -3.4348 0.2474 -1.4394
C -1.9921 0.1375 -1.0271
O -1.6382 -0.7858 -0.2025
O -1.1509 0.9302 -1.4784
H -0.7339 5.0771 -6.0132
H -2.1861 7.0597 -5.6764
H -4.0575 6.9343 -4.0470
H -3.8562 2.6671 -2.3676
H -3.4985 1.9430 -5.8090
H -3.6812 -0.3029 -6.7869
H -3.7782 -2.2981 -5.3101
H -3.7149 -1.9905 -2.8565
H -4.0011 -0.5471 -0.9574
H -3.7916 1.2040 -1.0549
O 2.8518 2.1418 -0.8446
S 1.4873 2.6738 -0.4248
C 1.8154 4.3005 0.3262
C 0.9282 5.3036 -0.3980
C 0.9877 4.8974 -1.8708
C 0.6906 3.4047 -1.8869
H 2.8756 4.4651 0.1253
H 1.6473 4.2428 1.4007
H 1.2746 6.3253 -0.2444
H -0.0981 5.2384 -0.0272
H 1.9922 5.0789 -2.2589
H 0.2807 5.4599 -2.4806
H 1.0848 2.8653 -2.7466
H -0.3745 3.1869 -1.7883
*
```

These are the Mulliken partial charges, in e, on atoms 1 to 5: 2.814 -1.585 0.699 -1.181 0.671

=====

Below is a molecular structure, C50H47N4P2Rb, with properties calculated with ωB97M-V/def2-TZVPD.

Summary:
- HOMO-LUMO gap: 0.22890 hartree
- F_max: 0.611 eV/A
- Energy relative to the best compared isomer or geometry (same formula, charge and spin): 0.0 kJ/mol

```
! wB97M-V def2-TZVPD RIJCOSX def2/J DEFGRID3
* xyz 0 1
Rb -0.3533 -0.0552 0.1905
C 3.1894 0.4493 -0.8494
C 3.1417 0.8309 0.6440
C 2.5054 2.1857 0.8361
C 3.1070 3.1888 1.5874
C 2.5039 4.4364 1.6546
C 1.3130 4.6436 0.9763
C 0.7725 3.5810 0.2694
N 1.3472 2.3840 0.1999
N 2.5532 -0.8342 -1.1191
C 2.3126 -1.0362 -2.5466
C 1.5096 0.0712 -3.1885
C 1.9186 0.6353 -4.3920
C 1.1580 1.6496 -4.9532
C 0.0175 2.0746 -4.2905
C -0.3179 1.4483 -3.1006
N 0.4014 0.4672 -2.5650
C 3.3260 -1.9390 -0.5546
C 2.7363 -2.5214 0.7129
C 3.5603 -3.0080 1.7235
C 2.9808 -3.5702 2.8493
C 1.5983 -3.6424 2.9238
C 0.8601 -3.1434 1.8627
N 1.4118 -2.5905 0.7855
H 4.2356 0.4522 -1.2027
H 2.6545 1.2104 -1.4113
H 4.1388 0.8314 1.0849
H 2.5431 0.0888 1.1811
H 4.0360 2.9953 2.1086
H 2.9600 5.2395 2.2192
H 0.8159 5.6036 0.9952
H -0.1680 3.6866 -0.2635
H 1.7504 -1.9676 -2.6560
H 3.2600 -1.1443 -3.1001
H 2.8208 0.2909 -4.8805
H 1.4560 2.1074 -5.8875
H -0.5968 2.8713 -4.6870
H -1.2089 1.7378 -2.5487
H 4.3599 -1.6285 -0.3590
H 3.3782 -2.7552 -1.2815
H 4.6373 -2.9405 1.6298
H 3.5977 -3.9405 3.6580
H 1.1051 -4.0727 3.7853
H -0.2249 -3.1878 1.8712
C -3.3145 3.1416 4.5763
C -3.6955 1.8289 4.3421
C -3.7356 1.3265 3.0467
C -3.3773 2.1317 1.9720
C -2.9798 3.4478 2.2204
C -2.9610 3.9572 3.5088
P -3.3993 1.5916 0.2096
C -4.8509 2.6061 -0.3234
C -4.9153 3.0412 -1.6450
C -6.0066 3.7638 -2.1072
C -7.0519 4.0659 -1.2488
C -7.0036 3.6338 0.0699
C -5.9143 2.9098 0.5285
C -4.0663 -0.1034 0.2911
C -5.3878 -0.4467 0.0041
C -5.7548 -1.7841 0.0487
C -4.8044 -2.7400 0.3841
C -3.4980 -2.3582 0.6734
C -3.0496 -1.0247 0.6221
H -3.2845 3.5222 5.5901
H -3.9587 1.1849 5.1721
H -4.0423 0.3036 2.8679
H -2.6967 4.0779 1.3823
H -2.6648 4.9852 3.6805
H -4.0995 2.8040 -2.3196
H -6.0405 4.0959 -3.1378
H -7.9042 4.6311 -1.6046
H -7.8197 3.8607 0.7453
H -5.8911 2.5695 1.5555
H -6.1227 0.3073 -0.2546
H -6.7713 -2.0794 -0.1847
H -5.0867 -3.7888 0.4066
H -2.7933 -3.1512 0.9337
C -0.0671 1.7160 3.6149
P 0.5699 -0.0117 3.4748
C 2.0013 0.0873 4.6217
C 2.4192 -1.0477 5.3184
C 3.5194 -0.9973 6.1598
C 4.2356 0.1833 6.3020
C 3.8508 1.3076 5.5879
C 2.7434 1.2598 4.7523
C -0.7036 -0.8122 4.5343
C -0.7957 -0.6192 5.9127
C -1.8472 -1.1745 6.6248
C -2.8186 -1.9228 5.9698
C -2.7361 -2.1144 4.5997
C -1.6818 -1.5626 3.8848
H 0.5356 2.4128 3.0283
H -0.0941 2.0324 4.6572
H -1.0797 1.7096 3.2151
H 1.8641 -1.9715 5.2063
H 3.8166 -1.8796 6.7135
H 5.0876 0.2271 6.9683
H 4.4113 2.2292 5.6884
H 2.4512 2.1460 4.2033
H -0.0410 -0.0444 6.4353
H -1.9111 -1.0288 7.6964
H -3.6420 -2.3479 6.5305
H -3.4962 -2.6871 4.0814
H -1.6418 -1.6868 2.8062
*
```

These are the natural (NBO) partial charges, in e, on atoms 1 to 5: 0.846 -0.220 -0.468 0.219 -0.218